## one
The following is a DFT calculation (wB97M-V/def2-TZVPD) of the molecule C19H22N2O3S.

The geometry in XYZ format:
```
47
C19H22N2O3S wB97M-V/def2-TZVPD
C -2.94 0.23 4.43
C -1.56 -0.05 3.91
C -0.47 0.68 4.38
C 0.81 0.43 3.91
C 1.01 -0.56 2.94
C -0.07 -1.33 2.49
C -1.34 -1.04 2.97
H -2.17 -1.63 2.61
C 0.11 -2.45 1.51
H 1.14 -2.81 1.50
H -0.16 -2.14 0.51
H -0.54 -3.28 1.79
N 2.32 -0.78 2.47
C 2.79 -0.75 1.20
O 3.94 -1.08 0.96
C 1.85 -0.31 0.14
C 1.87 -0.97 -1.08
C 1.01 -0.62 -2.11
C 0.14 0.43 -1.90
C 0.14 1.13 -0.69
C 0.98 0.77 0.33
H 0.98 1.33 1.26
C -0.90 2.22 -0.74
H -0.46 3.20 -0.55
H -1.68 2.05 0.00
C -1.45 2.12 -2.18
N -0.78 0.97 -2.79
S -1.57 0.05 -3.93
O -2.91 0.56 -4.06
O -1.39 -1.35 -3.66
C -0.65 0.47 -5.43
H 0.39 0.23 -5.26
H -1.05 -0.12 -6.25
H -0.80 1.52 -5.62
H -2.52 1.96 -2.22
H -1.21 3.01 -2.77
H 1.01 -1.16 -3.04
H 2.56 -1.78 -1.21
H 3.03 -0.97 3.18
C 1.98 1.23 4.42
H 2.59 1.59 3.59
H 2.62 0.61 5.05
H 1.64 2.07 5.00
H -0.62 1.45 5.12
H -3.08 1.30 4.60
H -3.08 -0.28 5.38
H -3.69 -0.12 3.73
```

Computed properties:
Charge: 0
Multiplicity: 1
HOMO-LUMO gap: 9.0 eV
SMILES string: Cc1cc(C)c(NC(=O)c2ccc3c(c2)CCN3S(C)(=O)=O)c(C)c1
Highest occupied orbital energy: -8.353 eV

---

## two
The following is a DFT calculation (wB97M-V/def2-TZVPD) of the molecule C19H22N2O3S.

The geometry in XYZ format:
```
47
C19H22N2O3S wB97M-V/def2-TZVPD
C -7.36 -0.59 0.12
C -6.57 0.43 0.92
H -7.22 1.20 1.34
H -6.01 -0.06 1.72
O -5.66 1.16 0.09
C -4.49 0.59 -0.17
O -4.13 -0.49 0.24
C -3.62 1.49 -1.02
H -3.10 0.92 -1.80
H -4.20 2.29 -1.45
S -2.35 2.31 0.03
C -1.04 1.12 0.07
N 0.14 1.60 0.16
C 1.19 0.73 0.26
C 1.03 -0.63 0.24
C -0.29 -1.17 0.00
O -0.61 -2.33 -0.20
N -1.31 -0.20 0.00
H -2.27 -0.56 -0.03
C 2.21 -1.57 0.35
C 1.85 -2.77 1.25
H 2.73 -3.40 1.38
H 1.51 -2.43 2.22
H 1.07 -3.37 0.80
C 3.41 -0.87 1.01
C 3.62 0.55 0.59
C 4.89 1.12 0.56
C 5.05 2.46 0.25
C 3.95 3.25 -0.03
C 2.68 2.70 0.00
C 2.51 1.35 0.30
H 1.81 3.29 -0.22
H 4.07 4.29 -0.26
H 6.04 2.89 0.23
H 5.75 0.51 0.78
H 4.31 -1.46 0.82
H 3.25 -0.86 2.09
C 2.55 -2.11 -1.05
C 2.99 -1.04 -2.05
H 2.22 -0.28 -2.17
H 3.16 -1.50 -3.03
H 3.91 -0.56 -1.74
H 1.67 -2.62 -1.44
H 3.35 -2.85 -0.95
H -7.88 -0.10 -0.70
H -8.09 -1.07 0.76
H -6.69 -1.35 -0.28
```

Computed properties:
Charge: 0
Multiplicity: 1
HOMO-LUMO gap: 8.5 eV
SMILES string: CCOC(=O)CSc1nc2c(c(=O)[nH]1)[C@@](C)(CC)Cc1ccccc1-2
Highest occupied orbital energy: -8.187 eV

---

Most stable = two

---

## one
The following is a DFT calculation (wB97M-V/def2-TZVPD) of a cluster of 2 separate species, C6H7Br in total.

The geometry in XYZ format:
```
14
C6H7Br wB97M-V/def2-TZVPD
C -1.94 -2.26 0.77
C -1.27 -1.44 0.19
C -0.31 -0.70 -0.33
C -0.03 1.20 1.04
C 0.13 -0.66 -1.69
C 1.26 1.81 0.67
Br -0.51 0.73 2.74
H -2.85 -2.52 1.21
H -0.68 -0.52 -2.48
H 0.42 -1.64 -1.95
H 1.05 -0.06 -1.75
H 2.23 1.50 1.15
H 1.10 2.86 0.90
H 1.40 1.69 -0.46
```

Computed properties:
Charge: 0
Multiplicity: 1
HOMO-LUMO gap (spin up / spin down): 7.0 / 7.5 eV
Highest occupied orbital energy (spin up / spin down): -7.763 / -7.827 eV

---

## two
The following is a DFT calculation (wB97M-V/def2-TZVPD) of a cluster of 2 separate species, C6H7Br in total.

The geometry in XYZ format:
```
14
C6H7Br wB97M-V/def2-TZVPD
C -0.60 2.11 0.00
C -0.83 3.10 -0.66
C -0.43 -1.94 0.64
C -0.28 -1.58 -0.82
C -0.63 0.79 0.59
C -0.49 -0.52 0.22
Br 2.54 0.33 -0.17
H -0.81 4.11 -0.95
H 3.56 1.20 0.28
H -1.22 -2.55 0.84
H 0.38 -2.34 1.17
H 0.64 -1.69 -1.27
H -1.04 -1.71 -1.53
H -0.78 0.70 1.67
```

Computed properties:
Charge: 0
Multiplicity: 1
HOMO-LUMO gap: 9.6 eV
SMILES string: C#CC=C1CC1.Br
Highest occupied orbital energy: -8.940 eV

---

Most stable = two

---

## one
The following is a DFT calculation (wB97M-V/def2-TZVPD) of the ion C2H10N4S with charge +2.

The geometry in XYZ format:
```
17
C2H10N4S wB97M-V/def2-TZVPD
C 1.32 -0.46 -0.59
C -0.23 -0.75 1.38
N 0.60 -1.40 0.30
N 1.29 1.57 -1.63
N 0.73 0.60 -0.98
N -1.45 -0.30 0.78
S -1.55 1.26 0.16
H -2.06 0.97 -1.08
H 2.35 -0.73 -0.80
H -0.46 -1.52 2.13
H 0.35 0.05 1.84
H 1.32 -2.01 0.72
H 2.26 1.56 -1.92
H 0.72 2.37 -1.87
H -0.07 -2.03 -0.16
H -2.30 -0.76 1.09
H -2.79 1.58 0.66
```

Computed properties:
Charge: +2
Multiplicity: 1
HOMO-LUMO gap: 9.4 eV
Highest occupied orbital energy: -17.546 eV

---

## two
The following is a DFT calculation (wB97M-V/def2-TZVPD) of a cluster of 2 separate species, C2H10N4S in total.

The geometry in XYZ format:
```
17
C2H10N4S wB97M-V/def2-TZVPD
C -0.89 1.14 0.26
C 1.30 -2.01 -1.41
N -1.72 2.07 -0.03
N 0.89 -1.57 0.86
N -1.49 3.36 -0.12
N 1.36 -2.34 -0.02
S 1.02 -1.90 2.44
H 0.14 1.38 0.49
H -1.22 0.11 0.28
H 2.29 -1.70 -1.76
H 1.02 -2.89 -1.99
H 0.59 -1.20 -1.57
H -2.69 1.81 -0.25
H -2.25 3.99 -0.32
H -0.57 3.73 0.09
H 1.84 -3.21 0.23
H 0.37 -0.77 2.82
```

Computed properties:
Charge: +2
Multiplicity: 1
HOMO-LUMO gap: 9.3 eV
Highest occupied orbital energy: -18.128 eV

---

Most stable = two

---

## one
The following is a DFT calculation (wB97M-V/def2-TZVPD) of the molecule C3H6S2.

The geometry in XYZ format:
```
11
C3H6S2 wB97M-V/def2-TZVPD
C -1.08 -1.39 0.66
C 0.35 0.47 -0.30
C 0.57 1.76 -1.05
H -1.51 -0.97 1.74
H -1.73 -2.22 0.26
H 0.05 -1.84 0.83
H -0.48 2.54 -1.18
H 1.34 2.44 -0.61
H 1.04 1.47 -2.13
S -1.09 -0.31 -0.80
S 1.23 -0.09 1.13
```

Computed properties:
Charge: 0
Multiplicity: 1
HOMO-LUMO gap: 7.8 eV
SMILES string: CSC(C)=S
Highest occupied orbital energy: -8.260 eV

---

## two
The following is a DFT calculation (wB97M-V/def2-TZVPD) of the molecule C3H6S2.

The geometry in XYZ format:
```
11
C3H6S2 wB97M-V/def2-TZVPD
C 1.17 1.00 -0.41
C 0.58 -0.31 0.03
C -0.91 -0.19 0.58
H 0.42 1.45 -1.03
H 2.13 0.90 -0.79
H 1.31 1.69 0.41
H -1.12 0.78 0.75
H -1.02 -0.84 1.50
H -1.53 -1.92 -0.53
S 1.25 -1.78 -0.14
S -2.28 -0.77 -0.37
```

Computed properties:
Charge: 0
Multiplicity: 1
HOMO-LUMO gap: 8.5 eV
SMILES string: CC(=S)CS
Highest occupied orbital energy: -8.805 eV

---

Most stable = two

---

## one
The following is a DFT calculation (wB97M-V/def2-TZVPD) of the molecule C18H21N3OS.

The geometry in XYZ format:
```
44
C18H21N3OS wB97M-V/def2-TZVPD
O -1.60 -1.37 -2.41
C -2.54 -0.92 -1.79
N -2.74 0.40 -1.56
H -3.44 0.65 -0.87
N -1.90 1.45 -1.95
C -0.59 1.63 -1.58
N 0.19 0.54 -1.51
H -0.20 -0.33 -1.89
C 1.60 0.58 -1.27
H 2.14 0.23 -2.16
H 1.88 1.62 -1.08
C 1.99 -0.30 -0.07
C 3.48 -0.27 0.13
C 4.07 0.80 0.80
C 5.44 0.85 0.96
C 6.24 -0.16 0.45
C 5.66 -1.22 -0.22
C 4.28 -1.27 -0.38
H 3.83 -2.10 -0.90
H 6.27 -2.01 -0.62
H 7.31 -0.12 0.57
H 5.89 1.68 1.48
H 3.45 1.59 1.20
H 1.48 0.09 0.82
H 1.65 -1.32 -0.25
S -0.08 3.18 -1.31
H -2.40 2.33 -2.02
C -3.59 -1.79 -1.13
H -3.65 -2.73 -1.68
H -4.56 -1.30 -1.15
C -3.18 -2.08 0.33
C -2.97 -0.80 1.09
C -4.05 -0.04 1.51
C -3.86 1.19 2.13
C -2.58 1.67 2.32
C -1.49 0.92 1.91
C -1.69 -0.31 1.31
H -0.84 -0.89 0.99
H -0.49 1.30 2.06
H -2.43 2.64 2.78
H -4.71 1.77 2.45
H -5.06 -0.41 1.36
H -2.26 -2.67 0.33
H -3.97 -2.67 0.80
```

Computed properties:
Charge: 0
Multiplicity: 1
HOMO-LUMO gap: 8.7 eV
SMILES string: O=C(CCc1ccccc1)NNC(=S)NCCc1ccccc1
Highest occupied orbital energy: -8.111 eV

---

## two
The following is a DFT calculation (wB97M-V/def2-TZVPD) of the molecule C18H21N3OS.

The geometry in XYZ format:
```
44
C18H21N3OS wB97M-V/def2-TZVPD
O 3.30 0.69 6.20
C 2.69 0.08 5.14
C 1.40 -0.42 5.21
C 0.81 -1.02 4.11
C 1.50 -1.15 2.91
C 2.80 -0.64 2.85
C 3.38 -0.03 3.95
H 4.39 0.35 3.89
H 3.38 -0.73 1.95
N 0.98 -1.79 1.78
C 1.34 -1.23 0.49
H 2.30 -1.65 0.16
C 0.31 -1.53 -0.60
N -1.02 -1.14 -0.19
C -1.97 -0.61 -1.00
N -1.76 -0.63 -2.34
H -0.88 -0.98 -2.70
C -2.54 0.15 -3.28
C -1.77 1.35 -3.76
C -1.51 1.54 -5.11
C -0.79 2.65 -5.54
C -0.31 3.56 -4.62
C -0.55 3.37 -3.27
C -1.28 2.27 -2.84
H -1.48 2.12 -1.79
H -0.18 4.08 -2.54
H 0.26 4.41 -4.95
H -0.60 2.79 -6.59
H -1.89 0.84 -5.84
H -2.82 -0.49 -4.12
H -3.44 0.46 -2.75
S -3.38 -0.02 -0.36
C -1.36 -1.39 1.20
H -1.36 -0.46 1.77
C -0.34 -2.37 1.79
H -0.33 -3.29 1.19
H -0.63 -2.65 2.80
H -2.37 -1.80 1.24
H 0.61 -0.95 -1.48
H 0.34 -2.59 -0.87
H 1.46 -0.14 0.58
H -0.21 -1.37 4.22
H 0.83 -0.33 6.13
H 2.70 0.70 6.96
```

Computed properties:
Charge: 0
Multiplicity: 1
HOMO-LUMO gap: 8.0 eV
SMILES string: Oc1ccc(N2CCN(C(=S)NCc3ccccc3)CC2)cc1
Highest occupied orbital energy: -7.494 eV

---

Most stable = one